No. 1
The following is a DFT calculation (ωB97M-V with the def2-TZVPD basis set) of a molecular structure, C52H69BrN6O2SSr at a distorted geometry.

- total charge = -2
- 2S+1 = 1
- lowest unoccupied orbital energy (eV) = 4.0
- M (g/mol) = 1009.75
- HOMO-LUMO gap (eV) = 5.808
- HOMO (eV) = -1.794

Geometry as XYZ:
```
132
Properties=species:S:1:pos:R:3:forces:R:3
Sr 1.460171 1.379611 -0.968811 0.345 2.112 -0.433
C 4.413939 1.594583 -3.431435 0.044 0.040 0.067
N 2.973126 1.500596 -3.596838 -0.104 -0.086 0.085
C 2.522625 2.486632 -4.564632 -0.082 0.026 -0.015
C 2.540945 0.186716 -4.047470 0.081 -0.087 -0.132
C 2.719572 -0.917411 -3.018072 0.079 -0.063 -0.080
N 1.616887 -1.008125 -2.061228 -0.048 -0.230 -0.018
C 0.441571 -1.602639 -2.716908 -0.085 0.027 -0.114
C -0.927049 -1.041501 -2.421328 0.010 0.038 -0.078
C -1.952275 -1.933817 -2.160724 -0.087 -0.071 0.009
C -3.273418 -1.517788 -2.042657 0.045 -0.073 0.034
C -3.510572 -0.162820 -2.257767 0.003 -0.007 -0.026
C -2.537100 0.776913 -2.557469 0.110 0.038 -0.042
C -1.162019 0.364346 -2.557876 -0.198 -0.213 0.089
O -0.163852 1.169284 -2.650149 -0.420 0.012 -0.685
C -3.022422 2.208034 -2.851339 -0.073 0.024 0.001
C -1.996074 3.108369 -3.540901 0.079 -0.046 -0.035
C -4.243399 2.150692 -3.790779 -0.026 0.008 0.039
C -3.443117 2.891067 -1.543202 0.029 0.004 0.009
C -4.445915 -2.456297 -1.774323 -0.070 -0.039 -0.007
C -5.186745 -2.037505 -0.496000 0.005 -0.030 -0.041
C -5.425656 -2.405862 -2.958792 0.004 -0.014 0.061
C -3.995186 -3.905393 -1.598968 -0.012 0.003 -0.032
C 2.077735 -1.806803 -0.920928 0.328 -0.179 0.124
C 1.176390 -1.974174 0.266049 -0.088 0.019 0.136
C 0.499645 -3.160616 0.475828 0.013 -0.120 0.047
C -0.136039 -3.432057 1.681123 -0.105 -0.070 -0.083
C 0.015619 -2.483515 2.692570 0.042 0.044 0.028
C 0.682947 -1.275211 2.553533 -0.057 0.014 -0.099
C 1.194472 -0.941006 1.255214 -0.068 -0.209 0.146
O 1.670278 0.207067 0.943047 0.309 -0.625 1.002
C 0.950075 -0.441110 3.820687 0.023 -0.019 0.060
C 2.168909 -1.069183 4.518608 -0.019 0.002 -0.015
C -0.245443 -0.489375 4.783163 0.015 -0.021 0.052
C 1.263431 1.044154 3.599860 -0.065 -0.050 -0.088
C -0.927770 -4.709534 1.951162 -0.017 -0.023 0.031
C -2.391992 -4.358956 2.262316 0.058 -0.007 0.000
C -0.913082 -5.657254 0.750366 0.022 0.000 0.064
C -0.328951 -5.457263 3.153038 -0.030 -0.007 -0.047
H 4.948636 1.295789 -4.354068 -0.031 0.011 -0.005
H 4.758025 0.996560 -2.591147 0.012 -0.014 -0.003
H 4.669740 2.625886 -3.190331 0.003 -0.004 0.016
H 2.924907 2.266657 -5.572277 -0.001 -0.006 0.011
H 2.848541 3.478771 -4.261578 0.016 0.004 -0.018
H 1.433276 2.484545 -4.604775 -0.026 0.000 0.002
H 3.084020 -0.088892 -4.975642 -0.010 -0.003 0.054
H 1.481952 0.274166 -4.289729 -0.002 -0.010 -0.067
H 3.638065 -0.755636 -2.456232 0.028 0.018 -0.020
H 2.837378 -1.886615 -3.536661 0.023 0.034 0.005
H 0.428189 -2.682985 -2.504531 0.007 0.015 -0.035
H 0.595312 -1.511279 -3.797999 -0.004 0.008 0.047
H -1.687759 -2.980696 -2.042730 -0.006 0.000 0.008
H -4.535876 0.184316 -2.193848 -0.025 -0.017 0.014
H -1.637306 2.658272 -4.468670 0.018 -0.027 -0.043
H -1.129430 3.303823 -2.921418 0.099 0.016 0.063
H -2.473614 4.063729 -3.784969 -0.011 -0.009 -0.003
H -4.010702 1.571613 -4.686975 0.005 -0.004 -0.017
H -4.516342 3.164336 -4.096874 -0.003 0.012 0.012
H -5.119490 1.704378 -3.317707 -0.025 0.003 -0.019
H -2.570496 3.058766 -0.914607 0.015 -0.001 -0.003
H -4.159741 2.282072 -0.985609 -0.007 -0.018 0.009
H -3.900311 3.863201 -1.753776 -0.012 0.027 -0.002
H -5.518459 -1.000579 -0.553111 -0.011 0.033 0.008
H -4.529552 -2.125831 0.369838 -0.022 -0.014 -0.016
H -6.063589 -2.672338 -0.330321 -0.013 -0.008 -0.005
H -5.818496 -1.399084 -3.100047 -0.017 0.035 -0.016
H -6.270904 -3.082340 -2.794434 -0.012 -0.013 0.011
H -4.920643 -2.697890 -3.881276 0.017 -0.009 -0.013
H -3.309280 -4.003994 -0.758510 0.052 -0.017 0.022
H -3.493608 -4.278054 -2.493922 0.013 -0.013 -0.019
H -4.861015 -4.544786 -1.404472 -0.009 0.004 0.004
H 2.976316 -1.306793 -0.552707 0.008 -0.068 0.032
H 2.390371 -2.808731 -1.277329 -0.123 0.029 -0.013
H 0.513153 -3.897867 -0.321277 -0.003 0.005 0.006
H -0.400277 -2.723138 3.664162 -0.016 -0.002 -0.014
H 1.970382 -2.109622 4.789692 -0.010 -0.018 -0.005
H 2.422156 -0.510908 5.425436 0.005 0.017 0.027
H 3.032402 -1.046020 3.853053 0.048 -0.002 -0.027
H -0.470525 -1.497798 5.133286 -0.004 0.011 0.042
H -1.136215 -0.083518 4.303907 -0.074 0.017 -0.033
H -0.023290 0.118228 5.665402 0.003 0.004 -0.010
H 2.174059 1.188192 3.032920 0.123 0.023 -0.093
H 1.380642 1.521894 4.579633 0.000 -0.011 -0.024
H 0.459263 1.546977 3.065096 -0.059 0.030 -0.048
H -2.852533 -3.869294 1.402793 -0.013 0.030 -0.009
H -2.458077 -3.674659 3.109277 0.006 0.015 0.023
H -2.971569 -5.257825 2.498152 0.000 -0.016 -0.001
H -1.312409 -5.174077 -0.141201 -0.036 0.019 -0.049
H -1.525765 -6.537536 0.962809 -0.011 -0.008 0.012
H 0.100158 -5.996081 0.526923 0.027 -0.001 -0.014
H -0.377830 -4.852528 4.058183 0.005 0.015 0.037
H 0.720193 -5.693191 2.967389 0.018 -0.010 -0.009
H -0.869509 -6.390602 3.339840 -0.023 -0.020 0.001
C -1.472485 4.731325 1.978662 0.041 -0.002 -0.017
C -0.898356 3.610431 1.149832 0.067 0.292 0.066
N 0.045746 3.782541 0.292976 -0.097 -0.266 -0.049
N 0.531291 5.046312 0.226981 0.036 0.352 0.150
C 1.187200 5.365833 -0.858156 0.053 -0.026 -0.086
N 1.720704 6.652711 -0.824526 -0.053 0.053 0.250
S 1.451932 4.477285 -2.285208 -0.007 -0.232 -0.096
C -1.489906 2.269867 1.314336 -0.217 -0.111 0.162
C -2.505701 2.063985 2.256253 0.097 0.075 -0.034
C -3.085983 0.812640 2.375565 0.061 -0.110 -0.098
C -2.638112 -0.204808 1.554832 -0.046 0.041 0.117
C -1.626611 0.086490 0.648972 -0.169 -0.281 0.012
N -1.069214 1.275917 0.524709 0.255 0.273 -0.132
H -0.979611 5.659622 1.709079 -0.016 -0.026 0.019
H -1.320650 4.542376 3.044832 -0.009 -0.005 0.021
H -2.547409 4.827732 1.805390 -0.020 -0.005 0.004
H 1.912952 6.963908 0.119693 -0.024 -0.009 -0.064
H 2.488974 6.756349 -1.465495 0.041 0.012 -0.044
H -2.835476 2.872175 2.892254 0.015 0.006 -0.020
H -3.868683 0.639830 3.105788 0.000 -0.005 -0.003
H -3.034053 -1.208441 1.610289 0.007 -0.002 0.024
H -1.260994 -0.684605 -0.015547 -0.007 -0.068 0.036
Br 3.886180 4.195308 0.541677 -0.021 0.010 0.001
C 4.338941 2.933134 1.882782 0.001 0.157 0.066
C 4.374958 3.375908 3.176206 -0.057 0.120 -0.070
C 4.761964 2.494043 4.200196 0.036 -0.064 0.066
C 5.137455 1.220387 3.886795 0.003 -0.012 0.075
C 5.118565 0.764432 2.546506 0.014 -0.012 0.024
C 5.566135 -0.538989 2.230205 0.034 -0.088 -0.013
C 5.571985 -0.938913 0.924883 0.049 -0.111 0.127
C 5.060030 -0.091872 -0.079413 0.032 0.142 -0.107
C 4.532146 1.173375 0.125046 0.037 -0.233 -0.192
C 4.663062 1.608099 1.489229 -0.049 -0.079 -0.028
H 4.106861 4.399439 3.403191 0.000 -0.010 -0.010
H 4.768970 2.837765 5.228131 0.002 -0.003 0.015
H 5.458642 0.531910 4.662597 -0.002 -0.005 0.010
H 5.909143 -1.188644 3.029761 0.002 -0.006 -0.008
H 5.940283 -1.928026 0.659997 -0.005 0.006 0.026
H 5.076305 -0.520636 -1.084298 -0.006 0.018 -0.022
```
Forces are in eV/Å.

Löwdin atomic charge list, values in e, 6 entries: Sr 1.34; C -0.09; N -0.28; C -0.16; C -0.22; C -0.19


No. 2
The following is a DFT calculation (ωB97M-V with the def2-TZVPD basis set) of a molecular structure, C52H71GeKN4O6P2.

- total charge = -1
- 2S+1 = 2
- lowest unoccupied orbital energy (spin up / spin down) (eV) = 1.8 / 1.4
- M (g/mol) = 1021.82
- HOMO-LUMO gap (spin up / spin down) (eV) = 4.811 / 4.427
- HOMO (spin up / spin down) (eV) = -3.042 / -3.046

Geometry as XYZ:
```
137
Properties=species:S:1:pos:R:3:forces:R:3
K 0.588194 -0.624942 0.391235 0.312 0.371 0.145
C 4.491901 -0.486755 2.328952 0.000 -0.026 -0.003
C 3.781814 -0.801201 3.656887 -0.010 0.005 -0.009
C 2.235850 -0.801876 3.642174 0.008 -0.025 -0.021
N 1.654500 0.161416 2.737321 0.025 0.075 -0.058
C 1.532291 1.401523 3.074928 -0.044 -0.020 0.001
C 1.945549 1.956541 4.344197 -0.017 -0.002 0.014
C 1.432650 3.020312 5.048943 0.024 -0.005 -0.012
C 0.393525 3.901659 4.740229 -0.010 0.016 -0.016
C -0.245280 3.972579 3.504238 -0.015 -0.001 0.014
C 0.028086 3.328067 2.317401 0.019 0.016 -0.041
C 1.003990 2.317444 1.991339 -0.052 -0.014 0.016
N 1.410839 2.056311 0.787786 -0.144 -0.057 0.036
C 0.976123 2.934747 -0.274360 -0.012 0.015 -0.018
C 1.711430 2.712441 -1.600495 -0.003 -0.005 0.007
C 1.225248 1.532509 -2.456796 -0.015 -0.004 0.029
N 1.611304 0.261599 -1.886599 0.096 0.000 -0.008
C 2.691932 -0.316031 -2.281495 -0.071 -0.054 -0.037
C 3.587917 0.148153 -3.322168 0.007 -0.027 -0.003
C 4.283166 -0.615687 -4.228083 -0.007 0.023 -0.002
C 4.357927 -2.007123 -4.383838 -0.009 -0.025 0.011
C 3.884571 -2.946812 -3.464257 -0.006 -0.003 -0.042
C 3.368099 -2.770601 -2.200515 -0.001 0.018 0.038
C 3.130237 -1.530763 -1.488587 -0.037 -0.043 -0.054
N 3.181852 -1.346741 -0.216010 -0.018 -0.027 -0.068
C 3.749444 -2.335722 0.670652 -0.009 0.037 0.001
C 4.885227 -1.692286 1.471979 -0.017 -0.006 0.002
H 3.874977 0.186306 1.730168 0.007 0.010 0.009
H 5.410236 0.057016 2.569742 0.001 -0.001 -0.008
H 4.117047 -1.776209 4.032383 0.008 0.009 0.023
H 4.113371 -0.068064 4.395880 -0.006 0.022 -0.015
H 1.892048 -1.791367 3.316008 0.004 0.014 -0.009
H 1.882519 -0.664502 4.676983 0.000 -0.026 0.007
H 2.722189 1.398101 4.850449 -0.003 -0.002 0.004
H 1.886469 3.167906 6.027320 0.001 -0.002 -0.001
H 0.079021 4.596380 5.509877 -0.002 0.001 0.002
H -1.066841 4.685519 3.447472 -0.007 0.006 -0.002
H -0.594011 3.626943 1.481116 0.081 -0.050 0.056
H -0.108540 2.811980 -0.469998 -0.002 0.014 -0.004
H 1.097641 3.988762 0.023557 0.006 0.000 -0.001
H 1.594643 3.624749 -2.196992 0.005 -0.004 -0.006
H 2.778464 2.587526 -1.394474 0.002 0.006 0.000
H 0.126632 1.573832 -2.492151 0.014 -0.003 -0.006
H 1.581692 1.657955 -3.488116 -0.009 0.008 -0.004
H 3.660283 1.222800 -3.439346 0.008 0.002 0.007
H 4.827164 -0.041385 -4.975907 0.003 -0.002 -0.001
H 4.858114 -2.383131 -5.268373 -0.004 -0.001 -0.003
H 3.996176 -3.987347 -3.770010 0.003 0.002 0.003
H 3.156639 -3.669388 -1.630419 0.028 -0.013 -0.010
H 2.969035 -2.689452 1.353658 0.004 -0.013 0.001
H 4.151790 -3.218032 0.151375 0.012 0.001 -0.005
H 5.354948 -2.458459 2.103202 -0.002 0.000 0.003
H 5.642262 -1.370811 0.749821 0.009 -0.007 0.004
C -0.618629 -4.174082 3.439134 0.002 -0.016 -0.010
C -1.699566 -3.115401 3.492368 0.018 -0.010 -0.009
C -3.067766 -3.671796 3.827220 -0.008 0.000 0.005
O -1.705061 -2.354817 2.259798 0.005 0.027 0.026
P -2.337276 -2.487560 0.841655 -0.058 0.131 0.006
O -2.020574 -1.317219 0.008352 -0.132 -0.051 -0.106
C -1.776008 -4.005666 0.030124 -0.018 -0.049 -0.057
P -0.038919 -3.828210 -0.464350 0.123 0.031 -0.015
O 0.731932 -3.276610 0.658780 -0.019 -0.295 0.074
O 0.049046 -2.906814 -1.711372 -0.088 0.161 0.172
C -0.402421 -2.885357 -3.084054 0.132 -0.003 -0.043
C -0.485534 -4.277554 -3.672737 -0.004 -0.003 0.005
C -1.698270 -2.108043 -3.162288 -0.016 -0.019 -0.001
O 0.401340 -5.278453 -0.930324 -0.192 -0.122 0.085
C 1.598093 -5.907140 -0.386252 0.076 0.068 -0.070
C 2.299246 -6.580357 -1.545171 -0.013 -0.008 -0.002
C 1.182723 -6.868481 0.706044 -0.015 0.002 0.023
O -3.887102 -2.696500 1.119936 -0.026 -0.103 -0.082
C -4.866741 -2.282992 0.124194 0.001 0.057 0.033
C -5.782392 -3.462693 -0.121062 -0.020 -0.006 0.001
C -5.580398 -1.057955 0.652965 0.002 -0.003 0.027
H -0.465452 -4.582187 4.439655 -0.003 -0.007 -0.004
H 0.314284 -3.752387 3.071155 0.002 0.010 0.003
H -0.909099 -4.995138 2.778954 0.000 -0.010 0.010
H -1.424617 -2.360615 4.229925 0.016 -0.009 0.001
H -3.377377 -4.427056 3.102097 0.009 -0.001 0.005
H -3.821604 -2.886261 3.846356 0.006 0.004 -0.003
H -3.019525 -4.140691 4.811194 -0.012 -0.001 0.002
H -2.424474 -4.177793 -0.833037 0.006 -0.009 -0.003
H -1.862696 -4.863214 0.700245 -0.002 0.000 -0.010
H 0.390357 -2.325896 -3.583018 0.003 0.003 0.005
H -1.243421 -4.880829 -3.165798 -0.002 0.000 -0.007
H 0.472788 -4.788521 -3.595715 -0.003 0.006 -0.010
H -0.758770 -4.198881 -4.725963 0.001 0.000 -0.001
H -2.529927 -2.674036 -2.731847 0.004 0.006 0.004
H -1.933296 -1.897913 -4.207210 -0.007 -0.007 0.003
H -1.605853 -1.169191 -2.620630 0.026 0.004 -0.014
H 2.225147 -5.116633 0.029860 0.009 -0.017 0.009
H 1.653271 -7.341372 -1.988437 0.005 -0.002 0.006
H 3.215847 -7.058539 -1.197389 0.004 0.002 -0.004
H 2.560004 -5.850043 -2.311068 0.011 0.015 0.010
H 0.500497 -7.622791 0.308293 0.006 -0.003 -0.004
H 0.689181 -6.336568 1.520387 0.006 0.019 -0.008
H 2.060380 -7.371812 1.114146 0.001 -0.002 -0.003
H -4.335980 -2.015038 -0.792592 0.029 -0.028 -0.011
H -6.278624 -3.751868 0.806927 -0.004 0.007 -0.002
H -5.225786 -4.322142 -0.497419 0.005 0.005 0.001
H -6.544830 -3.197109 -0.854582 0.000 -0.002 0.000
H -6.091630 -1.295481 1.588250 0.000 0.004 -0.002
H -6.319500 -0.712693 -0.072285 -0.004 -0.008 -0.001
H -4.872351 -0.249437 0.837600 -0.014 -0.021 -0.004
C -3.701330 0.884531 -1.883932 0.043 -0.015 -0.058
Ge -2.966198 2.387473 -0.858949 0.045 -0.002 0.011
C -3.435227 2.215186 1.027853 0.036 -0.072 0.120
C -2.796723 1.278564 1.842644 0.016 -0.007 0.096
C -3.119545 1.168736 3.186995 0.019 0.036 0.054
C -4.079865 2.001223 3.744386 0.029 -0.022 -0.003
C -4.716956 2.943644 2.950109 -0.021 0.005 -0.014
C -4.392158 3.052374 1.604057 -0.017 -0.011 -0.014
C -3.719172 4.062289 -1.537389 -0.036 0.026 -0.113
C -4.573307 4.017423 -2.611680 -0.035 0.052 0.012
C -5.135568 5.193171 -3.161448 0.004 -0.048 0.013
C -4.832372 6.410524 -2.629651 0.014 0.018 0.018
C -3.939857 6.514729 -1.532253 -0.023 0.025 -0.038
C -3.592976 7.771930 -0.978416 -0.003 0.003 0.005
C -2.709928 7.859738 0.058723 0.001 -0.016 -0.005
C -2.126807 6.689950 0.592789 -0.001 0.003 0.008
C -2.452495 5.466182 0.083162 0.003 -0.008 -0.035
C -3.371708 5.337451 -0.989903 0.066 -0.030 0.048
H -4.790690 0.870588 -1.789711 0.014 -0.030 -0.005
H -3.275912 -0.026502 -1.465141 -0.078 -0.021 0.024
H -3.426332 0.944653 -2.937190 -0.022 0.041 0.008
H -2.037458 0.618136 1.445994 -0.037 0.072 -0.103
H -2.589814 0.453970 3.805245 -0.002 -0.005 -0.001
H -4.315648 1.930489 4.799135 -0.001 -0.003 -0.002
H -5.460627 3.603947 3.380132 0.005 0.004 -0.003
H -4.889361 3.802614 0.998395 0.004 0.002 0.003
H -4.838933 3.063273 -3.052198 0.003 -0.007 -0.009
H -5.810561 5.118808 -4.005415 -0.001 -0.002 0.001
H -5.260491 7.317284 -3.042013 0.003 0.000 0.002
H -4.037875 8.665760 -1.401240 0.000 -0.001 -0.001
H -2.447507 8.826353 0.469975 0.002 0.000 0.002
H -1.413232 6.761099 1.403590 0.005 -0.011 0.008
H -1.994892 4.575161 0.498346 -0.041 0.071 -0.030
```
Forces are in eV/Å.

Löwdin atomic charge list, values in e, 6 entries: K 0.69; C -0.20; C -0.18; C -0.25; N -0.02; C -0.25